Formula: C26H53F2N2O22S6
Source: the OMol25 dataset
Level of theory: ωB97M-V with the def2-TZVPD basis set

Last column: Löwdin charge in e.
Element x y z (Å)
O: 0.903 3.038 -0.120  0.107
C: 0.307 4.096 -0.117  -0.407
O: 1.014 5.269 -0.220  0.121
C: -1.239 4.018 0.061  0.001
C: -1.984 2.865 -0.495  0.113
C: -3.453 2.798 -0.273  0.085
N: -4.183 3.755 0.402  -0.028
N: -5.547 3.768 0.659  0.115
C: -6.301 2.639 0.142  -0.400
O: -6.739 1.738 0.754  0.270
F: -6.480 2.601 -1.249  0.101
C: -6.211 4.992 0.102  -0.404
O: -6.935 5.578 0.823  0.257
F: -5.918 5.394 -1.173  0.150
C: -3.473 4.853 0.939  0.059
C: -2.040 5.045 0.789  0.086
H: 1.843 5.015 -0.687  0.158
H: -1.424 2.047 -1.039  0.138
H: -3.958 1.892 -0.688  0.159
H: -4.034 5.636 1.526  0.167
H: -1.552 5.957 1.219  0.146
O: 0.497 -1.903 -3.501  -0.258
S: -0.794 -1.609 -2.951  0.580
O: -1.080 -0.352 -2.315  -0.310
O: -1.224 -2.795 -1.966  -0.255
C: -0.312 -3.160 -0.918  -0.245
C: -0.375 -2.183 0.241  -0.068
C: -2.017 -1.902 -4.193  -0.109
H: 0.705 -3.247 -1.306  0.120
H: -0.611 -4.150 -0.573  0.129
H: 0.013 -1.205 -0.051  0.066
H: 0.219 -2.544 1.082  0.072
H: -1.406 -2.037 0.569  0.086
H: -1.842 -2.880 -4.635  0.085
H: -1.919 -1.124 -4.950  0.068
H: -3.004 -1.853 -3.734  0.076
O: 3.002 1.355 -7.550  -0.278
S: 1.850 2.185 -7.339  0.595
O: 1.933 3.424 -6.624  -0.276
O: 0.675 1.293 -6.695  -0.260
C: 0.962 0.545 -5.506  -0.258
C: 0.941 1.433 -4.275  -0.073
C: 1.070 2.483 -8.897  -0.116
H: 1.914 0.019 -5.597  0.110
H: 0.184 -0.212 -5.415  0.094
H: 1.772 2.141 -4.289  0.074
H: 1.023 0.833 -3.367  0.060
H: 0.019 2.017 -4.234  0.083
H: 0.948 1.534 -9.417  0.075
H: 1.715 3.147 -9.471  0.080
H: 0.106 2.957 -8.723  0.075
O: 2.192 -4.717 -9.871  -0.281
S: 3.426 -4.623 -9.145  0.588
O: 3.510 -4.966 -7.755  -0.278
O: 4.043 -3.153 -9.354  -0.262
C: 3.217 -2.022 -9.063  -0.255
C: 3.136 -1.755 -7.573  -0.071
C: 4.676 -5.512 -10.023  -0.122
H: 2.221 -2.151 -9.496  0.116
H: 3.675 -1.164 -9.557  0.124
H: 2.594 -2.553 -7.060  0.077
H: 2.621 -0.818 -7.380  0.027
H: 4.135 -1.710 -7.134  0.098
H: 4.655 -5.208 -11.068  0.075
H: 4.452 -6.574 -9.937  0.077
H: 5.643 -5.296 -9.574  0.076
O: 4.816 0.652 2.349  -0.274
S: 4.282 1.983 2.368  0.589
O: 4.927 3.064 1.683  -0.275
O: 4.020 2.418 3.894  -0.269
C: 5.102 2.312 4.828  -0.264
C: 6.079 3.464 4.687  -0.072
C: 2.590 1.927 1.863  -0.130
H: 5.609 1.349 4.723  0.116
H: 4.659 2.336 5.824  0.122
H: 6.613 3.412 3.736  0.074
H: 6.816 3.443 5.491  0.084
H: 5.554 4.421 4.710  0.085
H: 2.080 1.147 2.426  0.075
H: 2.566 1.698 0.800  0.065
H: 2.136 2.898 2.046  0.063
O: 0.171 -1.797 3.799  -0.299
S: 1.047 -2.670 4.535  0.583
O: 1.494 -3.920 3.996  -0.274
O: 0.427 -2.924 5.992  -0.259
C: -0.923 -3.400 6.089  -0.260
C: -1.009 -4.889 5.814  -0.067
C: 2.460 -1.745 5.057  -0.117
H: -1.581 -2.836 5.424  0.116
H: -1.253 -3.205 7.109  0.099
H: -0.780 -5.110 4.770  0.070
H: -2.013 -5.261 6.026  0.083
H: -0.290 -5.438 6.425  0.087
H: 2.123 -0.820 5.523  0.074
H: 3.061 -1.524 4.175  0.073
H: 3.035 -2.347 5.759  0.078
O: -2.515 0.174 8.186  -0.278
S: -3.241 -0.906 8.791  0.592
O: -3.183 -2.240 8.266  -0.282
O: -4.783 -0.477 8.946  -0.260
C: -5.480 -0.011 7.787  -0.265
C: -5.910 -1.158 6.893  -0.074
C: -2.856 -0.959 10.514  -0.116
H: -4.874 0.714 7.238  0.113
H: -6.365 0.517 8.146  0.123
H: -5.046 -1.646 6.438  0.068
H: -6.557 -0.798 6.090  0.079
H: -6.444 -1.917 7.467  0.088
H: -2.959 0.041 10.929  0.077
H: -1.828 -1.304 10.616  0.079
H: -3.533 -1.656 11.005  0.078

Properties
net charge: +1
E: -146280.5361 eV
largest force on an atom: 4.543 eV Å⁻¹
frontier orbital gap: 0.2220 hartree
lowest unoccupied orbital energy: -5.74 eV
HOMO level: -11.8 eV

=====

Formula: C26H53F9O14S
Source: the OMol25 dataset
Level of theory: ωB97M-V with the def2-TZVPD basis set

Last column: Löwdin charge in e.
Element x y z (Å)
O: -1.608 0.736 -1.108  -0.207
S: -0.409 1.131 -0.459  0.605
O: 0.751 0.329 -0.637  -0.209
O: -0.054 2.637 -0.815  -0.173
C: 0.326 3.354 0.387  -0.082
C: -0.687 2.789 1.378  -0.189
C: -0.504 3.147 2.861  -0.355
F: -1.743 3.336 3.387  0.137
F: 0.140 4.342 2.906  0.141
C: 0.207 2.191 3.881  -0.320
F: -0.491 1.044 3.959  0.163
F: 0.121 2.826 5.068  0.159
C: 1.728 1.875 3.614  -0.302
F: 2.124 2.563 2.519  0.135
F: 2.464 2.264 4.674  0.164
C: 2.099 0.386 3.366  -0.559
F: 1.792 -0.353 4.426  0.195
F: 3.414 0.320 3.159  0.186
F: 1.475 -0.085 2.303  0.188
O: -0.746 1.389 1.095  -0.136
H: 0.142 4.412 0.211  0.151
H: 1.371 3.127 0.603  0.124
H: -1.666 3.217 1.111  0.177
C: 5.448 0.789 -0.544  -0.100
O: 6.018 2.023 -0.969  -0.177
C: 5.028 2.961 -1.355  -0.204
C: 4.688 3.943 -0.249  -0.196
O: 4.203 3.265 0.900  -0.223
C: 5.156 3.195 1.947  -0.096
H: 6.227 0.177 -0.093  0.091
H: 4.655 0.959 0.185  0.078
H: 5.030 0.249 -1.401  0.093
H: 4.116 2.427 -1.648  0.123
H: 5.390 3.509 -2.229  0.126
H: 3.906 4.616 -0.615  0.122
H: 5.559 4.550 0.017  0.125
H: 5.251 4.160 2.456  0.093
H: 6.136 2.887 1.574  0.093
H: 4.799 2.454 2.662  0.072
C: -6.699 3.244 -3.536  -0.103
O: -5.399 2.892 -3.966  -0.188
C: -4.439 3.920 -3.798  -0.204
C: -3.600 3.695 -2.559  -0.206
O: -4.375 3.770 -1.373  -0.191
C: -4.710 2.495 -0.846  -0.096
H: -7.278 2.323 -3.477  0.076
H: -6.689 3.716 -2.551  0.088
H: -7.178 3.918 -4.255  0.089
H: -4.930 4.898 -3.743  0.126
H: -3.786 3.916 -4.676  0.125
H: -2.832 4.475 -2.505  0.124
H: -3.093 2.726 -2.625  0.120
H: -3.834 2.034 -0.376  0.070
H: -5.097 1.823 -1.614  0.082
H: -5.478 2.643 -0.088  0.092
C: 4.674 -2.500 0.481  -0.164
O: 6.025 -2.792 0.174  -0.157
C: 6.670 -3.591 1.151  -0.196
C: 6.724 -5.049 0.747  -0.195
O: 5.433 -5.630 0.671  -0.202
C: 4.926 -5.725 -0.647  -0.100
H: 4.221 -2.070 -0.411  0.092
H: 4.119 -3.397 0.762  0.031
H: 4.606 -1.769 1.294  0.131
H: 6.163 -3.494 2.118  0.124
H: 7.692 -3.217 1.265  0.126
H: 7.292 -5.604 1.500  0.126
H: 7.244 -5.148 -0.211  0.127
H: 5.453 -6.501 -1.213  0.090
H: 5.009 -4.776 -1.181  0.090
H: 3.876 -6.002 -0.570  0.090
C: -0.116 -3.401 2.469  -0.107
O: 0.317 -3.775 1.177  -0.176
C: 0.952 -2.722 0.464  -0.173
C: 2.460 -2.833 0.504  -0.237
O: 2.977 -2.671 1.820  -0.272
C: 3.298 -3.892 2.459  -0.068
H: -0.418 -4.310 2.986  0.090
H: 0.682 -2.915 3.037  0.075
H: -0.977 -2.724 2.413  0.091
H: 0.651 -1.755 0.856  0.088
H: 0.620 -2.778 -0.576  0.135
H: 2.884 -2.039 -0.117  0.108
H: 2.775 -3.796 0.088  0.135
H: 4.197 -4.340 2.019  0.068
H: 2.475 -4.608 2.395  0.104
H: 3.496 -3.669 3.507  0.108
C: -9.885 -1.867 -1.824  -0.112
O: -9.107 -2.255 -2.939  -0.188
C: -8.587 -1.165 -3.681  -0.206
C: -7.139 -0.884 -3.348  -0.204
O: -6.979 -0.452 -2.006  -0.204
C: -6.517 -1.465 -1.132  -0.107
H: -10.066 -2.761 -1.229  0.089
H: -9.368 -1.126 -1.209  0.082
H: -10.849 -1.455 -2.143  0.088
H: -9.189 -0.265 -3.508  0.125
H: -8.662 -1.421 -4.742  0.126
H: -6.774 -0.083 -3.999  0.119
H: -6.532 -1.775 -3.539  0.129
H: -5.459 -1.683 -1.310  0.090
H: -7.095 -2.386 -1.242  0.085
H: -6.631 -1.092 -0.115  0.089

Properties
net charge: 0
SMILES string: O=S1(=O)OC[C@H](C(F)(F)C(F)(F)C(F)(F)C(F)(F)F)O1.COCCOC.COCCOC.COCCOC.COCCOC.COCCOC
E: -91769.3933 eV
largest force on an atom: 3.790 eV Å⁻¹
frontier orbital gap: 0.3419 hartree
lowest unoccupied orbital energy: 0.49 eV
HOMO level: -8.8 eV

=====

> lowest unoccupied orbital energy of number 2 (C26H53F9O14S)?

0.49 eV

=====

> largest force on an atom of number 1 (C26H53F2N2O22S6)?

4.543 eV Å⁻¹

=====

> Which value of net charge does entry 2 give?

0

=====

> Look up the frontier orbital gap of the first one.

0.2220 hartree